No. 1
Here is a cluster of 16 separate species, H30NO18 in total from OMol25. Energies are from ωB97M-V with the def2-TZVPD basis set.

Results
M ... 332.23 g mol⁻¹
Total energy ... -38831.115 eV
HOMO ... -7.6 eV
ΔE to the lowest compared entry with this formula, charge and spin ... 110.03 kJ/mol
LUMO energy ... 2.26 eV

Geometry as ORCA input:
```
! RIJCOSX wB97M-V def2-TZVPD def2/J DEFGRID3
* xyz -1 1
N -0.14922 0.15143 -0.20265
O -0.98122 -0.12857 0.67035
O 1.06078 -0.00757 0.10835
O -0.44022 0.09143 -1.45465
O 2.27178 1.25643 -2.26465
H 3.09278 0.86943 -1.97465
H 1.71778 1.03843 -1.52865
O 2.07078 -1.85657 -1.91265
H 1.47078 -1.11057 -1.74565
H 2.92478 -1.44457 -1.95365
O -0.20522 1.12943 -3.91765
H 0.09078 2.06543 -4.10865
H -0.21822 1.01443 -2.97265
O -3.55922 -0.16457 -0.17365
H -3.27922 0.59643 -0.66965
H -4.48222 -0.35857 -0.09365
O 3.68078 1.27943 0.74235
H 3.99178 1.79843 -0.02365
H 2.75078 1.33343 0.64935
O 0.67778 -3.28357 0.17635
H 1.34278 -2.73057 -0.20165
H -0.13122 -2.96557 -0.21565
O -3.90122 0.17843 2.57635
H -3.73822 0.12343 1.66635
H -3.06922 -0.24757 2.80735
O -0.43422 3.10143 -1.60165
H -0.10822 3.01843 -0.69865
H -1.08422 2.43743 -1.83065
O 1.94678 0.73543 2.80135
H 2.88578 0.48643 2.64835
H 1.63478 -0.19957 2.64035
O -1.79522 -1.14957 3.35835
H -1.04022 -1.20857 2.81735
H -2.30722 -1.91857 3.20135
O 0.53678 2.97843 0.93435
H 0.24978 2.40143 1.61435
H 0.89978 3.73643 1.37935
O -1.27822 -2.07557 -3.43665
H -1.58122 -2.33957 -2.58065
H -1.11022 -1.19857 -3.11065
O -1.70422 -2.54357 -0.86765
H -1.67822 -1.65857 -0.46565
H -2.46122 -3.00657 -0.46765
O 3.27078 -1.68857 1.01135
H 2.34978 -1.37057 0.94835
H 3.76278 -1.38657 0.30335
O -1.34222 1.77143 2.43035
H -1.37022 1.09443 1.75135
H -1.23122 1.35543 3.23735
*
```

Results of the Mulliken charge analysis, in e, for atoms 1 through 4:
1. N 0.092
2. O -0.278
3. O 0.122
4. O -0.441

***

No. 2
Here is a structure of composition C25H41GeN3O3SW from OMol25. Energies are from ωB97M-V with the def2-TZVPD basis set.

Results
M ... 720.14 g mol⁻¹
Total energy ... -106377.254 eV
<S²> ... 3.769
HOMO (alpha / beta) ... -9.7 / -11.3 eV
ΔE to the lowest compared entry with this formula, charge and spin ... 75.80 kJ/mol
LUMO energy (alpha / beta) ... -2.33 / -3.15 eV

Geometry as ORCA input:
```
! RIJCOSX wB97M-V def2-TZVPD def2/J DEFGRID3
* xyz 1 4
W 0.06036 0.28145 0.19884
C -1.43289 -0.59944 4.43437
C -1.63932 0.16382 3.13149
C -1.82544 1.63840 3.43534
C -2.80562 -0.42704 2.36125
O -0.42925 0.06710 2.31119
Ge 0.60424 -1.58503 2.37037
O 1.75982 -0.56813 1.23496
C 3.05338 -0.02081 1.67818
C 3.67707 -1.03260 2.63043
C 3.91968 0.13192 0.44259
C 2.82069 1.30712 2.37749
O -0.30660 -1.82482 0.66112
C 0.02935 -2.82232 -0.33628
C -0.18144 -2.16966 -1.69883
C 1.46764 -3.30972 -0.18327
C -0.94443 -3.97787 -0.17470
H -2.28199 -0.41651 5.09328
H -0.52906 -0.26436 4.94646
H -1.37353 -1.67837 4.27923
H -2.71987 1.79299 4.04043
H -1.92684 2.21450 2.51817
H -0.96375 2.02131 3.98331
H -3.73475 -0.30693 2.91996
H -2.64734 -1.49105 2.17706
H -2.91256 0.06673 1.39801
H 3.72387 -2.02287 2.17234
H 3.12028 -1.10341 3.56718
H 4.69267 -0.72446 2.87830
H 4.06074 -0.83165 -0.05231
H 4.90132 0.51302 0.72704
H 3.47844 0.84070 -0.25614
H 2.13562 1.18155 3.21830
H 2.40884 2.05159 1.69571
H 3.76769 1.68761 2.76345
H 1.45177 -0.96255 -1.66735
H -1.24318 -2.05293 -1.89364
H 0.23914 -2.80551 -2.48232
H 2.19683 -2.51053 -0.31889
H 1.66764 -4.09771 -0.91010
H 1.62494 -3.73617 0.81034
H -1.97099 -3.61342 -0.22001
H -0.79222 -4.46587 0.78900
H -0.79973 -4.72296 -0.95852
C -2.25630 -0.02100 -2.82038
C -0.95824 0.19463 -3.55457
C -1.01715 0.80905 -4.80359
C 0.11917 1.03027 -5.55687
C 1.35238 0.62868 -5.06822
C 1.45658 0.01010 -3.83154
C 2.81036 -0.40903 -3.31415
C 0.29100 -0.19025 -3.08311
N 0.44927 -0.82010 -1.76925
H -2.79778 -0.87142 -3.24240
H -2.88433 0.86125 -2.93851
H -2.12865 -0.19940 -1.75594
H -1.98425 1.11974 -5.18115
H 0.04719 1.51365 -6.52174
H 2.24932 0.79514 -5.65125
H 3.57506 -0.22753 -4.06610
H 2.85105 -1.47645 -3.07223
H 3.10130 0.15338 -2.42157
C -3.78174 1.77649 -0.22127
C -2.49787 2.49529 0.06939
C -2.52521 3.77454 0.61185
C -1.31484 4.34055 1.00991
N -0.12934 3.79229 0.72895
C -0.19340 2.68910 -0.00402
S 1.20647 2.11814 -0.87772
N -1.32452 1.92607 -0.23094
H -4.34343 2.34781 -0.96258
H -4.39969 1.71402 0.67448
H -3.61336 0.77726 -0.60868
H -3.46846 4.26862 0.79306
H -1.29183 5.26398 1.57735
*
```

Results of the Mulliken charge analysis, in e, for atoms 1 through 4:
1. W 2.745
2. C -1.958
3. C 1.361
4. C -1.369

***

No. 3
Here is the molecule C4H6O from OMol25. Energies are from ωB97M-V with the def2-TZVPD basis set.

Results
M ... 70.09 g mol⁻¹
Total energy ... -6288.839 eV
SMILES string ... C#CCOC
HOMO ... -9.5 eV
ΔE to the lowest compared entry with this formula, charge and spin ... 297.07 kJ/mol
LUMO energy ... 0.87 eV

Geometry as ORCA input:
```
! RIJCOSX wB97M-V def2-TZVPD def2/J DEFGRID3
* xyz 0 1
C 1.75433 0.50456 -0.85059
C 1.68096 -0.47106 -0.14072
C 0.56863 -0.88617 0.73663
O -0.30962 0.22806 0.77105
C -1.35592 0.45164 -0.14700
H 1.70228 1.40037 -1.41514
H 0.86346 -1.02760 1.78019
H 0.10660 -1.81312 0.36918
H -1.56781 -0.37499 -0.83929
H -1.21333 1.36655 -0.75012
H -2.22958 0.62178 0.48580
*
```

Results of the Mulliken charge analysis, in e, for atoms 1 through 4:
1. C -0.126
2. C -0.363
3. C -0.263
4. O -0.337

***

No. 4
Here is a structure of composition C37H16AsF15GeN4O6S3Y from OMol25. Energies are from ωB97M-V with the def2-TZVPD basis set.

Results
M ... 1230.17 g mol⁻¹
Total energy ... -248543.423 eV
HOMO ... -4.9 eV
ΔE to the lowest compared entry with this formula, charge and spin ... 0.00 kJ/mol
LUMO energy ... 1.73 eV

Geometry as ORCA input:
```
! RIJCOSX wB97M-V def2-TZVPD def2/J DEFGRID3
* xyz -1 1
Y 1.28377 0.31392 1.07072
N -0.88950 -0.01135 5.35868
C -0.57189 0.19533 4.05995
S -0.29860 -1.21887 3.07782
N -0.41412 1.46056 3.71206
N -0.19759 1.70884 2.41436
C -0.81418 2.71662 1.87227
C -1.77631 3.57390 2.62845
C -3.00237 4.05483 2.04849
C -3.92717 4.74678 2.79527
C -3.79279 4.79215 4.17070
C -2.59177 4.32089 4.75743
C -1.59071 3.76816 3.98125
C -0.53878 2.96424 0.46075
C -0.86523 4.20267 -0.15465
C -0.72491 4.31781 -1.51561
C -0.26838 3.24842 -2.24648
C 0.10417 2.08881 -1.59750
N 0.11906 2.03115 -0.26014
H -1.10902 -0.92916 5.63989
H -1.12528 0.81380 5.94005
H -3.22366 3.83745 0.99994
H -4.74842 5.23633 2.27421
H -4.53726 5.29705 4.80351
H -2.48290 4.46918 5.81926
H -0.67058 3.48968 4.47859
H -1.12257 5.05584 0.45054
H -0.95861 5.24686 -2.03199
H -0.11612 3.26189 -3.34576
H 0.40383 1.19806 -2.14688
O 3.34053 -1.25775 1.33246
As 3.88721 -0.13284 2.74964
O 4.37560 -0.97316 4.05461
O 2.33948 0.68676 2.97713
C 5.23896 0.86039 1.74375
C 6.49570 0.67050 2.28547
C 7.60521 1.22933 1.64647
C 7.47480 2.01601 0.52807
C 6.20955 2.27923 -0.00058
C 5.08146 1.76704 0.64902
S 3.47804 1.93338 -0.19062
O 3.64386 2.83815 -1.29213
O 2.58425 2.30778 0.93255
O 3.00690 0.55707 -0.51149
H 3.61382 -2.18597 1.57835
H 6.59862 0.08018 3.21407
H 8.60828 1.05805 2.06469
H 8.35306 2.48852 0.08280
H 6.11106 2.85986 -0.93288
F 0.32525 -1.60961 -4.29589
C -0.95130 -1.27988 -4.54233
C -1.87740 -1.22994 -3.51120
C -3.10044 -0.64850 -3.80158
F -3.97079 -0.37630 -2.80241
C -3.44824 -0.24979 -5.08761
F -4.60311 0.41902 -5.31349
C -2.57294 -0.48256 -6.14582
F -2.90766 -0.09353 -7.39696
C -1.28293 -0.88537 -5.84885
F -0.35301 -0.86206 -6.82881
Ge -1.56437 -2.14752 -1.77540
S -1.35738 -0.57049 -0.30016
C 0.00901 -3.29457 -1.93124
C 0.06029 -4.44225 -2.73712
F -1.07082 -4.81806 -3.36438
C 1.15720 -5.27785 -2.86359
F 1.10280 -6.43102 -3.60731
C 2.30268 -4.95429 -2.14137
F 3.39971 -5.76088 -2.15686
C 2.31323 -3.87006 -1.28017
F 3.35615 -3.67586 -0.40179
C 1.19524 -3.04825 -1.21332
F 1.32770 -1.95143 -0.42531
C -2.82452 -3.48193 -0.94593
C -2.74640 -4.02777 0.36591
F -1.61042 -3.90748 1.05238
C -3.84199 -4.65187 0.98255
F -3.68281 -5.08847 2.26868
C -5.05999 -4.73272 0.28476
F -6.18082 -5.13145 0.92923
C -5.08604 -4.43954 -1.07982
F -6.16709 -4.73928 -1.84184
C -3.94642 -3.87652 -1.65971
F -3.94093 -3.71628 -3.00981
*
```

Results of the Mulliken charge analysis, in e, for atoms 1 through 4:
1. Y 0.702
2. N -0.442
3. C 0.271
4. S -0.431

***

No. 5
Here is a cluster of 4 separate species, C4H14NO3 in total from OMol25. Energies are from ωB97M-V with the def2-TZVPD basis set.

Results
M ... 124.16 g mol⁻¹
Total energy ... -11979.341 eV
<S²> ... 1.064
HOMO (alpha / beta) ... -17.7 / -17.7 eV
ΔE to the lowest compared entry with this formula, charge and spin ... 831.72 kJ/mol
LUMO energy (alpha / beta) ... -15.00 / -14.68 eV

Geometry as ORCA input:
```
! RIJCOSX wB97M-V def2-TZVPD def2/J DEFGRID3
* xyz 2 2
O 0.11957 0.11410 -1.09949
C -0.20351 0.88007 -0.27263
C -0.96924 0.47735 1.02367
N 0.09001 0.91329 1.94985
C 2.74416 -0.80256 -1.77837
C -1.27378 -1.00925 1.09041
H 0.11417 1.94425 -0.32698
H -1.85864 1.09219 1.19961
H -0.33940 1.31551 2.78548
H 2.28712 -1.45933 -2.51850
H 2.57119 0.25926 -2.03679
H 3.81074 -0.98417 -1.70308
H 2.15525 -0.86876 -0.81260
H -0.41144 -1.65461 0.88087
H -1.93225 -1.26197 0.25764
H -1.55354 -1.27033 2.10926
H -4.07305 1.22128 -1.20786
H -4.63464 -0.10211 -1.71525
O -3.91050 0.26632 -1.18875
H 3.23461 0.19453 1.22651
H 1.63360 0.41013 1.43244
O 2.39958 0.32484 0.70453
*
```

Results of the Mulliken charge analysis, in e, for atoms 1 through 4:
1. O -0.151
2. C -0.031
3. C 0.377
4. N -0.255

***

No. 6
Here is a cluster of 8 separate species, C6H30N2O7 in total from OMol25. Energies are from ωB97M-V with the def2-TZVPD basis set.

Results
M ... 242.31 g mol⁻¹
Total energy ... -24020.002 eV
SMILES string ... CCNCCNCC.O.O.O.O.O.O.O
HOMO ... -8.5 eV
ΔE to the lowest compared entry with this formula, charge and spin ... 298.71 kJ/mol
LUMO energy ... 0.33 eV

Geometry as ORCA input:
```
! RIJCOSX wB97M-V def2-TZVPD def2/J DEFGRID3
* xyz 0 1
C 1.82813 2.70632 -1.98915
C 2.32865 1.69730 -0.97292
N 1.61568 0.43594 -0.91764
C 0.73677 0.23037 0.28648
C -0.81598 0.22371 -0.06719
N -0.94177 0.90583 -1.40376
C -1.99211 0.46657 -2.31067
C -1.62411 -0.79187 -3.07460
H 1.49078 2.23339 -2.91265
H 0.91981 3.18249 -1.60651
H 2.53996 3.51671 -2.14752
H 2.22308 2.14143 0.04142
H 3.41984 1.60879 -0.99189
H 1.03997 0.12504 -1.67315
H 0.88084 1.12338 0.88810
H 0.99824 -0.74647 0.66458
H -1.17621 -0.78834 -0.27181
H -1.39314 0.92163 0.53068
H -1.06167 1.88345 -1.16846
H -2.15893 1.34749 -2.93618
H -2.93547 0.26570 -1.77384
H -2.07802 -1.77299 -2.89418
H -1.75798 -0.68592 -4.15526
H -0.57760 -1.10628 -2.95364
O 0.51736 -1.49660 3.90702
H 0.17372 -2.38750 3.92099
H 1.31388 -1.65689 3.37465
O 2.81643 -1.87261 0.41996
H 3.65667 -2.00012 0.93203
H 2.89860 -0.99903 -0.05672
O -1.72688 3.51637 0.12376
H -1.94773 3.20009 1.01632
H -1.06155 4.19541 0.25676
O 2.12918 -2.42804 -2.14963
H 2.08649 -1.50949 -2.52535
H 2.80415 -2.37024 -1.45605
O -2.97312 2.30149 2.39950
H -3.85926 2.61083 2.18076
H -2.94028 1.33831 2.57270
O -2.37830 -0.56485 3.41529
H -1.65148 -0.91470 3.92952
H -2.01972 -0.57833 2.51736
O 0.59227 -4.43040 0.70277
H 1.26181 -4.79782 0.15431
H 0.06172 -3.75756 0.26389
*
```

Results of the Mulliken charge analysis, in e, for atoms 1 through 4:
1. C -0.981
2. C -0.665
3. N 0.296
4. C -0.460

***

| no. | largest force on an atom (eV Å⁻¹) |
| --- | --- |
| 1 | 5.02 |
| 2 | 1.15 |
| 3 | 1.15 |
| 4 | 3.42 |
| 5 | 3.71 |
| 6 | 3.26 |